20
Properties=species:S:1:pos:R:3:forces:R:3 method="wB97M-V/def2-TZVPD" de_lowest_ev=2.837 orbital_gap_ev=3.9
C -2.24996 1.01316 0.24981 -0.15 0.56 -1.84
C -1.43074 2.20257 -0.27855 -0.48 -2.33 0.15
C -0.97341 0.71236 -0.55909 0.22 1.80 1.69
C -0.05648 -2.53689 0.83709 4.21 -2.16 -3.13
C 3.22409 0.87287 -0.18022 -1.88 -2.64 -0.89
O 0.64169 -1.25159 1.00876 0.30 2.26 -0.32
O 1.90953 1.09488 0.36585 -1.36 0.26 0.30
Si 0.56792 0.27054 0.47581 -1.33 -3.04 -2.22
Br -2.28693 -3.54194 -1.76539 0.25 0.31 0.14
H -2.37665 0.70206 1.30474 0.09 0.44 -0.90
H -3.10492 0.91674 -0.47744 0.55 -0.46 1.63
H -1.85911 2.56944 -1.19087 0.02 0.82 0.07
H -0.86145 2.85935 0.35077 0.12 0.16 0.11
H -1.17968 0.45331 -1.61524 0.94 -0.60 0.87
H -0.35572 -2.76367 -0.27044 0.07 0.78 1.89
H -0.82966 -2.60107 1.49231 -2.26 -0.09 1.73
H 0.80052 -3.31824 1.10012 -2.02 1.55 -0.34
H 3.81364 1.47252 0.39783 2.00 1.66 0.85
H 3.15668 1.06448 -1.26002 0.43 0.19 0.51
H 3.45063 -0.19088 0.01418 0.28 0.51 -0.31


72
Properties=species:S:1:pos:R:3:forces:R:3 method="wB97M-V/def2-TZVPD" total_charge=-1 orbital_gap_ev=5.1
In 0.34992 0.12893 -0.02699 0.18 0.13 -0.01
C 3.67723 -4.43974 3.37463 0.01 -0.06 0.00
C 3.33282 -3.65936 4.47348 -0.03 0.04 0.06
C 2.73187 -2.41553 4.32358 -0.03 0.01 -0.06
C 2.48298 -1.95848 3.03914 0.02 -0.09 -0.17
C 2.04318 -0.60339 2.47465 0.21 0.16 0.31
N 3.10784 0.37362 2.91595 -0.02 -0.18 -0.28
C 1.10837 2.32295 2.03723 0.15 0.15 0.15
C 0.68801 3.71262 2.40747 -0.33 -0.03 -0.11
C 1.38318 4.69793 3.07298 0.05 -0.05 -0.02
C 0.72211 5.88962 3.34938 0.06 0.00 0.00
C -0.59693 6.07935 2.94871 -0.01 0.05 0.03
C -1.28579 5.09676 2.25231 -0.03 -0.11 -0.04
C -0.63053 3.90607 1.97957 0.34 0.08 0.30
C -1.04125 2.75315 1.18011 -0.62 0.22 -0.42
N -1.88351 2.81331 0.22050 0.47 0.06 0.62
C -2.04404 1.96523 -0.82120 -0.43 -0.22 -0.45
N -1.35719 0.81796 -1.08488 -0.25 0.08 -0.34
C -1.74285 0.32753 -2.29608 -0.48 0.64 0.21
N -1.32887 -0.80581 -2.90213 0.55 -0.78 0.03
C -0.37756 -1.58381 -2.50423 -0.62 0.60 -0.54
N 0.50561 -1.40957 -1.44102 0.13 -0.52 -0.06
C 1.30504 -2.48479 -1.33293 0.15 0.32 0.28
N 2.17366 -2.77632 -0.38047 0.01 -0.18 -0.28
C 2.30208 -2.07735 0.74950 -0.24 0.26 0.15
N 1.95033 -0.83375 1.04455 0.50 -0.38 -0.06
C 2.78184 -2.77002 1.95223 -0.01 0.19 0.33
C 3.38479 -4.00688 2.09177 -0.05 -0.05 -0.07
C 1.00331 -3.41367 -2.42669 -0.34 -0.08 -0.34
C 1.50089 -4.66801 -2.73977 0.09 0.06 0.08
C 0.93827 -5.33519 -3.81621 0.01 -0.05 -0.04
C -0.10533 -4.76560 -4.55022 0.00 -0.01 -0.02
C -0.61983 -3.52103 -4.22350 -0.01 0.09 0.01
C -0.05022 -2.84951 -3.15311 0.33 -0.33 0.10
C -2.74682 1.18970 -2.84205 0.32 -0.13 0.32
C -3.46061 1.17429 -4.04377 -0.22 0.09 -0.20
C -4.33826 2.20577 -4.28909 0.11 -0.30 -0.14
C -4.51108 3.25436 -3.36337 0.02 0.19 0.29
C -3.81982 3.28081 -2.17377 -0.21 0.11 -0.18
C -2.93436 2.23112 -1.90624 0.39 -0.22 0.23
N -0.04292 1.72062 1.36849 0.02 0.13 -0.32
H 4.16042 -5.39642 3.52927 -0.02 0.00 -0.01
H 3.53502 -4.02906 5.47150 -0.01 0.00 -0.01
H 2.45904 -1.83464 5.18966 0.03 0.02 0.03
H 2.41479 4.53940 3.36229 -0.01 0.04 0.01
H 1.24063 6.68104 3.87552 -0.01 0.00 0.00
H -1.08694 7.01728 3.17931 -0.01 -0.01 -0.02
H -2.30475 5.24362 1.91913 0.01 0.02 -0.01
H 3.61053 -4.60789 1.22076 -0.03 0.02 -0.02
H 2.29406 -5.10814 -2.14933 0.00 0.02 -0.01
H 1.30149 -6.31813 -4.08936 0.01 0.01 0.00
H -0.52544 -5.31582 -5.38339 0.00 0.00 0.01
H -1.44471 -3.08185 -4.76903 0.01 0.00 0.00
H -3.31419 0.37321 -4.75749 0.00 0.01 0.01
H -4.90535 2.22094 -5.21216 0.01 0.00 0.00
H -5.19976 4.05591 -3.60297 0.00 0.00 0.02
H -3.94035 4.08898 -1.46369 -0.01 0.00 -0.01
O -0.86017 -1.63651 3.79630 0.06 0.10 -0.10
C -0.41535 -0.96946 2.87592 -0.03 0.00 0.18
O -0.76722 -0.98688 1.63759 0.11 0.14 0.11
C 0.76234 0.01321 3.12271 -0.03 -0.51 -0.19
C 1.38387 0.40910 4.45344 -0.03 -0.04 -0.12
C 2.64012 0.77872 4.19218 0.02 0.01 0.11
C 3.37351 1.32254 1.86450 -0.07 0.04 0.12
C 2.42354 2.10512 1.37281 -0.11 0.01 -0.17
N 0.29848 1.36402 2.73597 -0.18 0.36 0.55
C 2.39897 2.58146 -0.09228 0.15 -0.02 0.03
O 2.98281 3.58371 -0.46078 0.00 -0.15 0.04
O 1.68455 1.77406 -0.80274 0.00 -0.03 0.09
H 0.82449 0.52568 5.36697 0.04 0.05 0.00
H 3.34559 1.27013 4.84958 -0.07 0.01 0.03
H 4.32056 1.19409 1.35462 -0.04 0.01 -0.07


142
Properties=species:S:1:pos:R:3:forces:R:3 method="wB97M-V/def2-TZVPD" orbital_gap_ev=7.7
C -1.41099 -2.50780 1.96488 0.37 -0.60 -0.23
C -1.65993 -3.71280 1.02266 0.48 0.30 0.88
C -2.66377 -4.66923 1.70193 -0.04 -0.11 -0.45
F -3.48889 -3.97043 2.59776 -0.09 0.04 -0.16
C -3.60794 -5.40613 0.75877 0.65 -0.41 0.46
C -4.47092 -4.83096 -0.07710 -1.27 0.10 -0.78
P -4.64054 -2.96549 -0.19722 0.96 0.94 0.18
O -5.29507 -2.65716 -1.68080 -0.44 -0.43 1.14
O -5.87934 -2.67112 0.86375 0.22 -0.79 -0.81
C -5.35414 -5.74567 -0.91059 0.18 -0.13 -0.08
O -5.65737 -5.51608 -2.06496 -0.10 -0.07 0.85
C -5.80278 -6.99854 -0.18419 0.36 0.70 -0.18
C -7.05864 -7.52920 -0.34563 -0.57 0.57 -0.78
C -7.43538 -8.63904 0.36709 -0.83 -0.74 -0.63
C -8.82995 -9.23272 0.28248 0.58 0.46 1.53
C -9.57855 -8.74119 1.57316 -0.73 -0.04 -0.69
C -10.58663 -7.58031 1.31042 0.04 -0.64 1.25
N -10.23463 -6.33044 2.00393 -0.46 0.40 -0.97
C -9.66001 -5.37386 1.04600 0.57 -0.16 0.57
C -9.29796 -4.03803 1.64672 -0.36 -0.27 -0.08
C -8.51159 -3.94215 2.77815 0.32 -1.22 0.27
C -8.14695 -2.74315 3.32629 0.40 0.59 0.77
C -8.58820 -1.57416 2.74724 0.06 0.47 0.10
C -9.35582 -1.63827 1.61088 -0.22 0.87 -0.24
C -9.70685 -2.85011 1.07072 -0.11 -0.28 -0.76
O -10.46887 -2.90061 -0.08578 -0.11 -0.05 -0.09
C -6.52522 -9.22568 1.21971 0.12 -0.64 0.74
C -5.25527 -8.72866 1.40533 0.49 0.09 -0.19
C -4.29972 -9.38142 2.37442 -0.27 -0.82 0.84
C -4.33667 -8.62989 3.70881 0.58 1.22 0.14
O -3.84327 -7.53511 3.81855 -0.45 -0.82 -0.12
O -4.96425 -9.21738 4.80295 -0.06 -0.17 -1.00
C -4.91395 -7.59113 0.68763 1.39 0.50 0.33
C -3.56100 -6.92153 0.84164 -0.14 -0.12 -0.19
O -2.52269 -7.52698 1.00390 -0.45 0.48 -0.06
H -2.24575 -1.80840 1.93866 0.14 -0.01 0.16
H -0.46717 -2.01203 1.71967 -0.29 0.10 -0.26
H -1.26303 -2.91613 2.97047 -0.26 0.31 0.01
H -0.69340 -4.22435 0.94766 -0.29 -0.22 -0.20
H -1.95484 -3.39734 0.02421 -0.08 -0.02 0.11
H -2.13080 -5.40845 2.30602 -0.05 0.11 -0.09
H -6.25029 -2.80456 -1.59904 0.02 -0.08 -0.57
H -6.40738 -3.46475 1.03669 -0.21 0.23 0.25
H -7.75418 -7.02858 -1.01488 0.09 -0.20 -0.06
H -8.74979 -10.31872 0.37241 -0.02 0.08 -0.46
H -9.34769 -8.93431 -0.62902 0.00 -0.16 0.08
H -8.85715 -8.41283 2.32848 0.00 -0.09 -0.16
H -10.11518 -9.58483 2.02185 0.03 0.11 -0.13
H -10.70718 -7.43308 0.23506 0.04 0.26 0.15
H -11.55996 -7.89951 1.70560 0.07 0.04 -0.24
H -9.60908 -6.52052 2.77458 0.05 0.06 -0.07
H -10.38359 -5.22200 0.24579 0.18 -0.07 0.02
H -8.72151 -5.80395 0.64827 -0.24 0.19 -0.36
H -8.15844 -4.87179 3.22413 0.01 0.17 0.07
H -7.51951 -2.67576 4.20877 -0.05 -0.24 -0.07
H -8.34393 -0.60379 3.16428 0.10 -0.13 0.01
H -9.68526 -0.72372 1.12620 -0.06 -0.13 0.02
H -9.95519 -2.55269 -0.82129 -0.08 0.13 0.04
H -6.81978 -10.09720 1.80291 -0.03 0.01 -0.16
H -4.60641 -10.42290 2.51846 -0.01 0.20 0.10
H -3.26478 -9.39220 2.03761 -0.16 0.24 -0.14
H -5.85662 -8.84626 4.82224 0.02 -0.02 0.34
C 0.29311 0.72815 -1.47516 -0.02 -0.04 0.08
O -0.31095 -0.55117 -1.54107 0.07 0.13 -0.13
C -1.22095 -0.67932 -2.62626 0.04 -0.35 0.27
C -0.60074 -1.43913 -3.78001 -0.12 0.28 -0.28
O 0.46397 -0.71024 -4.37410 0.08 -0.06 0.20
C 1.74260 -1.17074 -3.96966 0.03 0.06 -0.12
H 1.12373 0.67011 -0.77245 -0.05 -0.05 0.03
H 0.67896 1.04478 -2.44726 -0.03 0.00 -0.01
H -0.42712 1.46760 -1.10845 0.04 0.07 -0.05
H -1.57556 0.30224 -2.95427 0.05 0.00 -0.05
H -2.08228 -1.24363 -2.25631 -0.06 0.02 -0.03
H -1.36152 -1.58440 -4.55315 -0.03 -0.04 0.03
H -0.26043 -2.42644 -3.45262 0.01 0.02 0.06
H 1.97166 -2.12215 -4.46248 0.06 -0.04 0.08
H 1.80543 -1.29642 -2.88621 -0.03 -0.03 0.00
H 2.48180 -0.43207 -4.27880 -0.03 -0.01 -0.07
C 4.83440 1.62740 -5.69106 -0.06 -0.01 0.11
O 4.98313 0.22078 -5.58056 0.02 0.16 -0.16
C 4.94192 -0.43532 -6.84228 0.03 -0.28 0.35
C 6.33272 -0.80140 -7.31684 -0.08 0.16 -0.37
O 7.10188 0.35577 -7.60593 0.00 -0.03 0.18
C 8.01173 0.67719 -6.56834 0.08 0.02 -0.05
H 5.09989 2.06876 -4.73037 0.00 -0.06 0.02
H 5.48895 2.04449 -6.45935 -0.01 -0.02 -0.01
H 3.79324 1.87988 -5.91956 0.02 0.06 -0.05
H 4.42903 0.18187 -7.58542 0.06 0.03 -0.01
H 4.36179 -1.35376 -6.70761 -0.01 0.00 -0.04
H 6.25055 -1.37491 -8.24537 -0.03 -0.04 0.02
H 6.83753 -1.43002 -6.57664 -0.03 0.03 0.05
H 8.85454 -0.02316 -6.57583 0.01 0.00 0.08
H 7.52891 0.65558 -5.58992 0.01 0.01 0.00
H 8.39203 1.68155 -6.74802 -0.03 -0.01 -0.07
C 9.33604 1.63855 -0.09472 -0.04 -0.02 0.08
O 8.00257 2.06630 0.11777 0.14 -0.01 -0.17
C 7.66283 3.21848 -0.64244 -0.32 -0.11 0.30
C 6.84644 2.85485 -1.86457 0.22 0.22 -0.26
O 7.60692 2.10144 -2.79915 -0.01 -0.14 0.13
C 7.32135 0.71276 -2.74952 -0.09 0.01 -0.08
H 9.44157 0.64458 0.33835 -0.05 0.03 0.05
H 9.57982 1.58421 -1.15852 0.00 0.03 0.00
H 10.03503 2.31674 0.40668 0.07 -0.01 -0.06
H 8.56142 3.77370 -0.92838 0.00 -0.04 -0.07
H 7.05825 3.86267 0.00369 0.00 0.05 -0.04
H 6.54123 3.77747 -2.36845 -0.03 0.02 0.04
H 5.94046 2.31312 -1.57537 0.03 -0.03 0.06
H 6.34823 0.51510 -3.21246 0.00 -0.12 0.04
H 7.32347 0.33222 -1.72548 0.00 0.04 0.02
H 8.08983 0.18964 -3.31755 0.01 0.07 -0.02
C 3.83698 6.46582 0.55590 0.03 -0.10 -0.04
O 5.25431 6.47014 0.59343 -0.15 0.13 0.06
C 5.80457 7.76924 0.42435 0.27 -0.30 0.02
C 6.24419 8.36311 1.74622 -0.18 0.34 -0.08
O 5.13649 8.62289 2.59691 0.04 -0.28 0.01
C 4.97748 7.63765 3.60530 -0.03 0.09 0.06
H 3.49605 5.49441 0.91179 0.06 -0.02 -0.03
H 3.41234 7.24194 1.19678 0.01 0.02 -0.02
H 3.48594 6.60709 -0.47179 -0.07 0.05 0.03
H 5.09204 8.43011 -0.07802 -0.02 0.03 0.06
H 6.68173 7.66405 -0.22170 0.00 0.06 -0.01
H 6.73335 9.32295 1.55247 0.03 -0.01 -0.03
H 6.96894 7.70994 2.24155 -0.03 -0.05 -0.03
H 5.74264 7.76239 4.37883 0.01 -0.08 0.01
H 5.03368 6.62651 3.19654 0.02 0.00 -0.01
H 3.99715 7.77802 4.05879 0.01 0.07 -0.02
C 5.81358 14.14671 5.40804 -0.02 -0.04 0.08
O 5.22001 12.86097 5.37798 0.08 0.14 -0.14
C 4.32592 12.68975 4.28591 0.03 -0.28 0.21
C 4.96258 11.89691 3.16371 -0.09 0.29 -0.18
O 6.03075 12.61877 2.55909 0.08 -0.05 0.16
C 7.30565 12.18182 2.99240 -0.03 0.05 -0.09
H 6.63502 14.11926 6.12304 -0.05 -0.05 0.04
H 6.20979 14.43323 4.43090 -0.03 0.01 -0.01
H 5.08330 14.89268 5.73977 0.04 0.07 -0.05
H 3.96949 13.65819 3.92143 0.04 0.01 -0.03
H 3.46348 12.13188 4.66368 -0.03 0.01 -0.04
H 4.21208 11.72196 2.38724 -0.01 -0.06 0.02
H 5.30482 10.92379 3.52196 -0.01 0.01 0.01
H 7.55238 11.21802 2.53419 0.06 -0.03 0.08
H 7.35539 12.09024 4.07993 -0.01 -0.03 0.00
H 8.04005 12.91898 2.66952 -0.04 0.01 -0.05